C3H4N4O as an isolated structure in a non-equilibrium geometry, computed with wB97M-V/def2-TZVPD.

Structure (XYZ):
```
12
Properties=species:S:1:pos:R:3:forces:R:3
C -1.104 0.311 -0.249 2.09 -1.74 3.69
C -1.948 -0.776 -0.289 1.11 -0.13 -1.37
C 1.505 0.283 -0.032 3.93 -1.07 0.62
H -0.691 2.130 0.878 -3.92 -2.91 -3.72
H -2.979 -0.650 -0.752 1.42 -0.93 1.21
H 1.488 1.320 0.223 -0.10 1.15 -0.42
H 3.578 0.097 -0.333 -1.72 0.49 0.34
N -1.230 -1.943 0.039 2.51 1.33 0.75
N 0.063 -1.692 0.394 -4.18 2.14 -2.31
N 0.236 -0.267 0.239 -2.53 -1.59 -1.25
N 2.641 -0.349 -0.235 -3.24 0.14 0.08
O -1.559 1.535 0.118 4.63 3.12 2.39
```
Forces are in eV/Å.

Computed properties:
HOMO level   -0.345 Eh
E_tot   -11178.10211 eV
E_LUMO   -0.93 eV
Energy above the lowest of the compared OMol25 structures with the same formula, charge and spin   135.3 kcal/mol